DFT (ωB97M-V with the def2-TZVPD basis set) results for one molecule with the formula C3H8ClNOSi.

CARTESIAN COORDINATES (ANGSTROEM)
C -0.20145 1.00989 0.39064
C -1.04766 0.08056 1.18385
C -0.88371 1.87986 -0.61072
N 1.04744 1.04937 0.62145
O 3.28293 -0.24880 -0.45890
Si 2.39125 -0.64999 0.69736
Cl 1.95936 2.28372 -0.12205
H -1.55375 -0.62502 0.52863
H -0.46348 -0.45280 1.92468
H -1.81195 0.67454 1.68651
H -1.96152 1.73977 -0.59917
H -0.63641 2.92569 -0.43546
H -0.49401 1.62517 -1.59851
H 1.32170 -1.64370 0.56676
H 2.68952 -0.45599 2.11638

Atomic forces in eV per Å
C -9.72 0.25 -1.32
C 0.25 0.86 0.59
C 0.60 -0.80 -0.52
N 10.53 0.00 0.13
O 0.95 -0.13 -0.60
Si -1.06 0.76 -0.06
Cl -0.84 -0.48 1.42
H -0.03 -0.20 -0.10
H -0.04 -0.19 0.14
H -0.34 -0.20 0.26
H 0.05 -0.07 0.05
H -0.06 0.22 0.04
H -0.28 0.25 -0.41
H -0.21 -0.27 0.01
H 0.17 0.01 0.37

Calculated values
Highest occupied orbital energy (alpha / beta) ... -6.529 / -9.380 eV
2S+1 ... 3
LUMO level (alpha / beta) ... 0.19 / -4.14 eV
Gap between HOMO and LUMO (alpha / beta) ... 0.247 / 0.193 hartree

natural (NBO) atomic charge list, values in e, 2 entries: 0.131, -0.646

---

DFT (ωB97M-V with the def2-TZVPD basis set) results for one molecule with the formula C3H8ClO5P.

CARTESIAN COORDINATES (ANGSTROEM)
O 2.97006 -1.65246 -0.57793
C 2.61108 -0.33483 -0.27231
P 0.66887 0.16180 -0.35272
O 1.16613 1.24249 0.77647
O 0.60985 2.58374 0.80116
C -1.08755 -0.49392 0.71274
Cl -1.38248 -2.28734 0.72047
C -2.08766 0.11849 -0.20781
O -1.99962 1.42875 -0.23991
O -1.99073 -0.43357 -1.43488
H 2.80583 -2.24346 0.17077
H 3.00378 0.10045 0.66723
H 2.97898 0.37796 -1.07049
H -0.30674 2.44393 1.00506
H -1.19467 -0.22251 1.84197
H -3.05342 -0.19537 0.29030
H -1.47238 1.79143 -1.03352
H -2.16901 -1.28675 -1.24028

Atomic forces in eV per Å
O 0.09 0.28 0.02
C -0.74 0.12 0.13
P -0.27 0.20 0.20
O 0.14 1.31 1.05
O 0.98 -0.19 -0.72
C 3.07 -0.74 1.71
Cl 0.22 0.27 0.00
C -1.96 -2.27 2.26
O 1.14 4.65 -1.49
O 0.59 3.53 -2.39
H 0.01 0.39 -0.13
H -0.19 -0.74 -0.20
H -0.56 -1.03 0.51
H -1.13 -0.32 0.30
H 0.46 0.03 -2.22
H 0.11 0.65 -0.60
H -1.09 -1.24 1.63
H -0.86 -4.91 -0.06

Calculated values
Highest occupied orbital energy ... -8.551 eV
LUMO level ... 0.00 eV
Structure (SMILES) ... OCP(OO)[C@H](Cl)C(O)O
Gap between HOMO and LUMO ... 0.314 hartree

natural (NBO) atomic charge list, values in e, 2 entries: -0.709, -0.270

---

DFT (ωB97M-V with the def2-TZVPD basis set) results for one molecule with the formula C3H8ClP.

CARTESIAN COORDINATES (ANGSTROEM)
C 0.85229 -1.01945 -1.09189
C 0.76014 -0.43064 0.27389
C -0.64331 0.12434 0.64665
P -0.88592 1.74764 -0.21310
Cl -2.72848 2.41476 0.18121
H 1.42722 -1.89563 -1.03872
H -0.22450 -1.41583 -1.32715
H 1.31325 -0.35331 -1.83778
H 1.18450 -1.19195 0.92313
H 1.49733 0.36535 0.35448
H -1.50447 -0.60023 0.30636
H -0.74726 0.15311 1.73003
H -0.30080 2.10184 1.09289

Atomic forces in eV per Å
C -2.53 -0.18 -1.23
C 0.06 0.79 0.48
C -1.82 -2.98 -0.66
P 2.49 -0.12 1.59
Cl -1.30 0.05 0.36
H 1.02 -1.20 -0.18
H 1.97 0.94 -0.38
H -0.74 -0.28 0.01
H -0.75 0.04 0.81
H 0.06 0.44 0.13
H 1.74 0.94 0.44
H -0.09 0.38 -0.03
H -0.12 1.17 -1.35

Calculated values
Highest occupied orbital energy ... -9.566 eV
LUMO level ... 1.00 eV
Structure (SMILES) ... CCCPCl
Gap between HOMO and LUMO ... 0.388 hartree

natural (NBO) atomic charge list, values in e, 2 entries: -0.608, -0.425

---

ΔE to the lowest compared entry with this formula, charge and spin (kcal/mol)
31.94, 19.93, 7.39
F_max (eV/Å)
10.53, 5.02, 3.55